1 | One molecule with the formula C4H4O2S. Source: the OMol25 dataset; level of theory: ωB97M-V/def2-TZVPD.

Results
- Spin multiplicity: 1
- HOMO energy: -8.58 eV
- HOMO-LUMO gap: 9.1 eV

Each line ends with the natural charge from an NBO analysis.
Element x y z (Å)
C -0.6063 0.8538 -0.1639  0.2805
C -1.8607 0.0181 0.0548  -0.3444
C -1.5512 -1.3438 0.1400  0.0956
C 0.3111 -0.2168 -0.1810  -0.0658
H 0.2380 2.5016 0.4474  0.5038
H -2.8095 0.5052 0.0573  0.2233
H -1.9093 -2.3375 0.1216  0.2183
H 2.2158 -0.3652 1.3243  0.1217
O -0.6128 2.1569 0.0191  -0.6544
O -0.2421 -1.4342 -0.0828  -0.4032
S 1.9592 -0.1221 -0.0338  0.0246

***

2 | C4H4O2S as an isolated structure. Source: the OMol25 dataset; level of theory: ωB97M-V/def2-TZVPD.

Results
- Spin multiplicity: 1
- HOMO energy: -7.71 eV
- HOMO-LUMO gap: 7.6 eV

Each line ends with the natural charge from an NBO analysis.
Element x y z (Å)
C 1.1108 -0.2382 -0.1676  0.5472
C 0.7806 1.1805 -0.2429  -0.3630
C -0.5878 1.1826 0.0550  -0.3185
C -1.0000 -0.0380 0.1224  0.0411
H 2.0161 -1.9508 0.5592  0.4853
H 1.3735 2.0774 -0.6011  0.2473
H -1.1529 2.0118 0.5366  0.2405
H -2.2549 -1.8717 0.2605  0.1387
O 2.3554 -0.9416 -0.1619  -0.6493
O -0.0619 -0.9284 -0.1319  -0.4335
S -2.5789 -0.4834 -0.2281  0.0643

***

Tell me which of them is the most stable. Sure, it is 1.

***

1 | A 2-piece molecular cluster, C3H9N2O overall. Source: the OMol25 dataset; level of theory: ωB97M-V/def2-TZVPD.

Results
- Spin multiplicity: 1
- HOMO energy (alpha / beta): -13.88 / -12.50 eV
- Net charge: +1
- HOMO-LUMO gap (alpha / beta): 10.0 / 7.8 eV

Each line ends with the natural charge from an NBO analysis.
Element x y z (Å)
C -1.6486 0.6826 -0.1716  -0.4203
C -0.3297 -1.3489 0.1150  -0.4200
C 0.7145 0.8294 0.2906  -0.1852
N 3.0130 -0.4288 -0.1588  0.2301
N -0.3131 0.0519 -0.3552  -0.3892
O 3.8850 0.2263 0.1461  -0.1081
H -1.8687 0.7609 0.8920  0.2379
H -1.6488 1.6819 -0.6054  0.2423
H -2.4212 0.0856 -0.6522  0.2393
H -0.6281 -1.3844 1.1593  0.2353
H -1.0340 -1.9328 -0.4734  0.2389
H 0.6618 -1.7820 0.0176  0.2465
H 0.7211 0.7950 1.3619  0.2037
H 1.0159 1.7291 -0.2008  0.2082
H -0.1192 0.0340 -1.3650  0.4406

***

2 | An isolated ion of composition C3H9N2O and charge +1. Source: the OMol25 dataset; level of theory: ωB97M-V/def2-TZVPD.

Results
- Spin multiplicity: 1
- HOMO energy: -13.99 eV
- Net charge: +1
- HOMO-LUMO gap: 10.2 eV

Each line ends with the natural charge from an NBO analysis.
Element x y z (Å)
C -0.1442 1.7172 -0.7978  -0.1172
C -0.6588 0.4734 -0.2571  0.3513
C 0.4285 -0.6180 0.0058  -0.2829
N -1.9672 -0.0706 -0.2423  -0.8290
N 1.6665 -0.0126 0.4726  -0.6707
O -0.3983 1.5947 0.5477  -0.4789
H 0.9113 1.6515 -1.2196  0.1412
H -0.7087 2.4002 -1.4469  0.2274
H 0.6534 -1.2322 -0.8687  0.2386
H -0.0922 -1.2470 0.7299  0.2666
H -2.6119 0.7456 0.1753  0.4098
H -2.2793 -0.3281 -1.1125  0.3860
H 1.5027 0.7562 1.1293  0.4616
H 2.2420 0.3877 -0.3459  0.4508
H 2.3064 -0.5784 0.9651  0.4455

***

3 | An isolated ion of composition C3H9N2O and charge +1. Source: the OMol25 dataset; level of theory: ωB97M-V/def2-TZVPD.

Results
- Spin multiplicity: 1
- HOMO energy: -14.82 eV
- Net charge: +1
- HOMO-LUMO gap: 11.3 eV

Each line ends with the natural charge from an NBO analysis.
Element x y z (Å)
N 1.2919 -0.9754 -0.3844  -0.6676
C 0.2160 0.1082 -0.3976  -0.1333
C -1.0514 -0.5107 -0.9374  -0.6615
C 0.0736 0.4746 1.1013  0.6499
N -0.3746 1.7104 1.3331  -0.7851
O 0.3997 -0.3478 1.9261  -0.5916
H 2.1646 -0.6279 0.0103  0.4550
H 1.5307 -1.2948 -1.3292  0.4377
H 0.8981 -1.7971 0.0833  0.4637
H 0.5763 0.9007 -1.0424  0.2400
H -1.8307 0.2636 -1.0368  0.2596
H -1.5088 -1.2481 -0.2926  0.2468
H -0.9952 -0.9074 -1.9555  0.2447
H -0.5630 1.9797 2.2911  0.4303
H -0.8273 2.2721 0.6308  0.4116

***

Tell me which of them is the most stable. Sure, it is 3.

***

1 | An isolated ion of composition C3H7O2 and charge +1. Source: the OMol25 dataset; level of theory: ωB97M-V/def2-TZVPD.

Results
- Spin multiplicity: 1
- HOMO energy (alpha / beta): -15.28 / -15.28 eV
- Net charge: +1
- HOMO-LUMO gap (alpha / beta): 8.8 / 8.8 eV

Each line ends with the natural charge from an NBO analysis.
Element x y z (Å)
C -1.9255 0.3521 0.0084  -0.2153
C 1.9062 -0.3072 -0.0032  -0.7612
C 0.5804 0.2907 0.1250  0.4228
O -0.7111 -1.5905 -0.0762  -0.3432
O -0.5656 -0.3339 0.0250  0.0095
H -2.5987 -0.0048 0.6947  0.2595
H -2.2708 0.2766 -0.9634  0.2449
H -1.7360 1.3871 -0.1039  0.2206
H 1.9480 -1.1851 -0.7232  0.3085
H 2.3626 -0.6614 0.9623  0.3272
H 2.6053 0.3746 -0.3202  0.2819
H 0.4052 1.4017 0.3747  0.2446

***

2 | An isolated ion of composition C3H7O2 and charge +1. Source: the OMol25 dataset; level of theory: ωB97M-V/def2-TZVPD.

Results
- Spin multiplicity: 1
- HOMO energy: -17.73 eV
- Net charge: +1
- HOMO-LUMO gap: 12.1 eV

Each line ends with the natural charge from an NBO analysis.
Element x y z (Å)
C 0.3280 -1.3559 0.0986  -0.7253
C -0.8050 0.9237 -0.0321  -0.7028
C 0.4394 0.1025 0.0477  0.6928
O 2.6400 0.0709 -0.2549  -0.3179
O 1.3403 0.7660 -0.0104  -0.1645
H 0.8800 -1.8899 0.8805  0.3065
H 0.9313 -1.4919 -0.8579  0.2908
H -0.6335 -1.8068 -0.0457  0.2801
H -1.4596 0.7483 0.8062  0.2864
H -1.5876 0.5534 -0.7593  0.3027
H -0.6767 1.9177 -0.0144  0.2542
H 2.7758 0.7288 0.4048  0.4969

***

Tell me which of them is the most stable. Sure, it is 2.

***

1 | An isolated ion of composition C11H16N3S and charge +1. Source: the OMol25 dataset; level of theory: ωB97M-V/def2-TZVPD.

Results
- Spin multiplicity: 1
- HOMO energy: -11.92 eV
- Net charge: +1
- HOMO-LUMO gap: 6.6 eV

Each line ends with the natural charge from an NBO analysis.
Element x y z (Å)
C 2.5954 3.0524 -2.4740  -0.1564
C 2.7283 1.7670 -1.9511  -0.2031
C 1.3976 3.7828 -2.5651  -0.2142
C 1.5559 1.1733 -1.4648  -0.1633
C 0.2756 3.1811 -2.0191  -0.1593
C 0.4116 1.9344 -1.4073  -0.1106
C -1.2956 0.2066 -1.6713  0.6750
C -0.8352 1.3190 -0.9062  -0.2187
C -1.4599 -3.6182 2.6338  -0.4445
C -0.2109 -1.8245 3.3518  -0.4253
C -0.3520 -2.1050 0.9894  -0.2648
N -0.6489 0.7737 0.4965  -0.7473
N -1.5619 -0.2469 -2.7325  -0.4756
N -0.3164 -2.7561 2.2545  -0.4144
S -1.7068 -0.5938 0.8602  0.3034
H 3.5849 3.4545 -2.9156  0.2346
H 3.5619 1.0971 -1.9704  0.2383
H 1.6289 4.6524 -3.1452  0.2533
H 1.5009 0.1440 -1.0036  0.2223
H -0.7135 3.6214 -1.9494  0.2228
H -1.8752 1.8972 -0.8133  0.2930
H -2.4635 -3.2693 2.5331  0.1922
H -1.4973 -4.5337 1.8667  0.1988
H -1.3797 -4.1073 3.6181  0.2306
H -1.0601 -1.1235 3.4850  0.1822
H -0.1244 -2.2471 4.4096  0.2290
H 0.6356 -1.3244 3.1203  0.1944
H -0.4432 -2.7503 0.0990  0.2254
H 0.6818 -1.7811 0.9168  0.2312
H -1.9494 -1.1324 -2.9524  0.4612
H -0.6646 1.3568 1.3066  0.4096

***

2 | An isolated ion of composition C11H16N3S and charge +1. Source: the OMol25 dataset; level of theory: ωB97M-V/def2-TZVPD.

Results
- Spin multiplicity: 1
- HOMO energy: -10.72 eV
- Net charge: +1
- HOMO-LUMO gap: 7.3 eV

Each line ends with the natural charge from an NBO analysis.
Element x y z (Å)
C -2.5865 2.6423 -0.0309  -0.1547
C -3.8669 2.1307 -0.0195  -0.2676
C -1.5049 1.8186 -0.1073  -0.2765
C -4.0335 0.8083 -0.2292  -0.1774
C -1.5903 0.4457 -0.1442  0.1188
C -2.9500 -0.0174 -0.3012  -0.2824
C 2.8719 -0.5688 -1.1731  -0.4126
C 2.9284 0.1856 0.1413  -0.4538
C 1.4051 -1.1061 -1.2823  -0.1871
C 1.5650 0.1286 0.7822  -0.1861
C -2.2107 -2.4385 0.4048  0.0169
N -0.6095 -0.4609 -0.0386  -0.5530
N -1.9695 -1.9619 1.6051  -0.6691
N 0.7002 -0.0699 -0.4404  -0.1998
S -3.1695 -1.7441 -0.7961  0.4757
H -2.6198 3.7592 -0.0533  0.2371
H -4.6823 2.7431 -0.0172  0.2240
H -0.5585 2.2088 -0.1877  0.1848
H -5.0514 0.2820 -0.3855  0.2353
H 3.0869 0.0955 -1.9223  0.2185
H 3.5290 -1.2882 -1.3905  0.2307
H 3.7833 -0.1854 0.6717  0.2434
H 3.2849 1.1295 0.0335  0.2290
H 0.8558 -1.0340 -2.1681  0.2247
H 1.3602 -2.0013 -0.7289  0.2095
H 1.4896 -0.6555 1.3917  0.2119
H 1.1330 1.1253 1.2942  0.2368
H -1.7826 -3.4776 0.0922  0.2574
H -2.4123 -1.0537 1.8461  0.4363
H -1.3818 -2.4123 2.2340  0.4210
H 0.5761 0.6521 -1.0964  0.4084

***

Tell me which of them is the most stable. Sure, it is 2.